Formula: C21H40N4O4S2
Source: OMol25
Level of theory: wB97M-V/def2-TZVPD

The calculation puts the HOMO-LUMO gap at 7.54 eV. For the total energy, the calculation gives -2140.3459 hartree.

```
! RIJCOSX wB97M-V def2-TZVPD def2/J DEFGRID3
* xyz 0 1
C -3.66 -7.01 -2.86
S 4.19 -0.24 3.25
H -1.26 7.00 -0.43
C -0.75 -6.97 -4.25
H -0.26 -7.17 -3.29
H -1.78 8.29 0.64
H 1.47 3.29 1.50
H -1.04 -2.18 -2.28
C 1.88 0.40 2.95
C 1.68 -1.52 -0.34
H -1.40 0.15 1.51
C -0.37 -0.32 1.58
C -0.07 4.62 0.72
H 1.91 7.32 -0.06
H 0.00 -3.00 -3.46
H 1.64 8.57 -1.26
H 0.81 2.83 -0.07
C 1.51 -2.89 0.44
N 2.75 -0.55 2.43
O 0.17 8.42 0.13
H 1.71 -1.78 -1.44
N 0.25 5.69 1.65
H -4.31 -6.85 -3.72
C -0.29 1.62 3.31
O -1.91 -7.76 -4.44
H 1.13 6.11 1.38
C 1.12 3.68 0.54
C 3.33 4.54 0.58
H -2.43 -3.54 -1.02
H 0.79 -2.87 1.30
H -0.92 4.04 1.11
H -1.72 6.30 1.98
O -0.66 -4.19 -1.94
H 0.72 7.07 -1.37
S 0.29 -0.33 -0.14
H -0.53 -1.33 2.04
H -0.04 -7.23 -5.05
C -0.95 7.60 0.44
N -3.16 -5.69 -2.47
C -1.71 -4.36 -0.99
H -0.34 5.01 -0.27
H -3.17 -8.99 -3.45
C -0.88 -3.11 -2.83
C 2.50 1.32 4.00
H -1.25 -4.37 0.00
H -4.29 -7.40 -2.06
H 2.52 -3.14 0.88
C 0.33 2.53 4.34
C -2.40 -5.70 -1.22
H -1.63 -6.48 -1.23
H 3.71 3.58 0.95
H -1.38 1.76 3.08
H -0.31 3.30 4.83
C 1.74 2.40 4.71
H 2.16 3.08 5.49
H -2.57 -5.34 -3.21
H 4.09 4.98 -0.07
O 2.15 4.35 -0.19
N 3.84 1.05 4.26
C -2.62 -8.07 -3.25
C 0.43 0.56 2.59
H 2.69 -1.08 -0.12
H -0.48 7.42 2.52
H 3.15 5.22 1.42
H -0.99 -5.91 -4.35
H -3.08 -5.91 -0.38
H -1.75 -3.32 -3.47
C 1.15 7.80 -0.68
H 1.23 -3.77 -0.21
C -0.76 6.75 1.70
H -1.93 -8.30 -2.43
*
```